The following is a DFT calculation (ωB97M-V/def2-TZVPD) of C2H7N5O as an isolated structure in a non-equilibrium geometry.

Structure (XYZ):
```
15
C2H7N5O ωB97M-V/def2-TZVPD
C 1.723 0.059 0.260
C -1.622 -0.685 -0.163
H 4.801 0.568 0.137
H 3.224 1.766 -0.195
H 1.439 1.020 0.276
H 0.693 -1.708 0.096
H -1.406 -1.681 -0.159
H -3.737 -0.875 0.313
H -2.446 1.181 0.680
N 3.748 0.540 -0.333
N 2.834 -0.492 0.089
N 0.473 -0.548 0.153
N -0.708 0.120 0.061
N -3.044 -0.314 -0.241
O -3.287 1.043 0.020
```

## Properties
- lowest unoccupied orbital energy (eV) = 0.84
- charge = 0
- total energy (eV) = -11677.897
- orbital gap (Ha) = 0.3170
- HOMO level (eV) = -7.79
- energy relative to the best compared isomer or geometry (same formula, charge and spin) (kcal/mol) = 168.60

Per-atom Mulliken charges, elementary charge units: C -0.118; C -0.053; H 0.237; H 0.241; H 0.358; H 0.300; H 0.404; H 0.261; H 0.350; N -0.492; N -0.292; N -0.165; N -0.431; N -0.213; O -0.385